{"formula": "C19H31N3O4", "method": "ωB97M-V with the def2-TZVPD basis set", "charge": 0, "e_above_lowest_ev": 0.1264, "smiles": "C=C(C)CC(=O)N[C@H]1C[C@H]2CC[C@@H]([C@H]1C)N2C(=O)C(C)(C)NC(=O)OC", "elements": ["H", "C", "H", "H", "N", "H", "H", "H", "C", "H", "H", "H", "C", "C", "C", "C", "H", "H", "H", "C", "H", "H", "C", "H", "C", "C", "O", "N", "H", "H", "C", "O", "H", "C", "C", "H", "N", "H", "H", "H", "C", "H", "C", "H", "C", "O", "C", "H", "O", "C", "H", "H", "C", "H", "H", "H", "H"], "positions_angstrom": [[0.70175, 5.97321, -1.29786], [-2.23679, 4.54941, -0.06312], [-0.89056, 6.32792, -1.95906], [-2.75358, 1.20100, -0.91066], [-0.91740, 2.22604, -1.18584], [-4.06352, 7.34938, -3.67629], [-3.85042, 3.14995, 0.22083], [-6.06242, 6.92475, -0.74782], [-4.69516, 6.46852, -3.67666], [-1.14665, -1.94182, -1.07560], [-5.90012, 4.15936, -1.75888], [0.42154, 3.54815, -2.09723], [3.98602, -0.05186, 1.65240], [-0.31178, -0.08232, -0.37028], [-5.30829, 6.05811, -2.57090], [-0.94273, -0.94429, -1.46636], [-7.23200, 5.16457, -2.29061], [4.92313, -0.55777, 1.44071], [-1.11594, -0.96980, 1.39940], [-4.26953, 5.91234, -0.28157], [-2.26802, 0.08561, 0.59583], [-0.26963, -1.03104, -2.32191], [-1.22018, -0.02586, 0.86459], [-2.20798, 5.00328, 0.92876], [-5.11015, 6.74692, -1.24707], [-2.37659, 2.20438, -1.07164], [1.47865, 0.73953, 1.67193], [0.94086, -0.73690, -0.00607], [-0.15387, 4.24655, 0.16034], [-2.97484, 1.91776, -3.13641], [-0.61214, 3.53577, -1.76226], [1.20367, 1.51222, -1.32654], [-4.82417, 5.95017, -4.61904], [-0.81104, 4.57844, -0.64959], [0.04889, 1.29844, -0.98951], [1.43795, -1.15412, -0.77865], [-3.15671, 5.37647, -0.83501], [-3.74597, 3.30516, -2.38146], [3.69506, -0.20768, 2.68988], [-1.87896, -0.51291, -1.81826], [1.78699, -0.11500, 0.87548], [-3.02446, 5.50596, -1.82335], [-2.76635, 3.11228, 0.09646], [-6.22774, 4.33863, -3.49422], [-0.36509, 5.97235, -1.07035], [-4.57194, 5.75973, 0.88849], [-6.21235, 4.86023, -2.53835], [-0.54458, 6.69547, -0.27331], [3.02628, -0.63204, 0.76729], [-1.61920, 3.61149, -2.92052], [4.07856, 1.01638, 1.46483], [-0.92936, 0.77467, 1.53883], [-2.81278, 2.74780, -2.44834], [-2.35074, 2.68275, 1.01042], [-1.16830, 3.17818, -3.81283], [-4.61197, 7.70889, -1.38503], [-1.89514, 4.63377, -3.18304]]}

=====

{"formula": "C15H36AlFN3O10P", "method": "ωB97M-V with the def2-TZVPD basis set", "charge": 2, "e_above_lowest_ev": 0.0000, "elements": ["C", "C", "H", "H", "H", "H", "H", "H", "H", "C", "O", "C", "H", "N", "H", "O", "H", "H", "H", "H", "H", "H", "O", "O", "H", "H", "C", "C", "H", "H", "H", "H", "H", "N", "O", "H", "C", "C", "H", "C", "O", "H", "C", "H", "C", "O", "C", "O", "C", "N", "C", "H", "H", "P", "F", "H", "Al", "H", "H", "H", "O", "O", "H", "H", "H", "H", "C"], "positions_angstrom": [[-0.41895, 2.49090, -0.72748], [3.23597, -2.35393, 1.60529], [4.40351, 0.54138, 1.17321], [2.01257, 1.05393, 2.98855], [-2.66122, 1.89227, -4.86702], [-2.40802, -0.65896, -5.37685], [0.63609, 3.73351, -3.04537], [1.21332, -1.20733, -1.50509], [2.42965, -1.21349, -2.81480], [3.14451, -4.47301, 2.72381], [-1.09831, -0.15123, -1.21499], [-4.82230, 0.45012, -0.98522], [2.68084, 0.01319, 1.16057], [-0.29939, 2.09301, -2.11708], [2.53456, 1.80163, 4.51855], [3.85960, -3.32243, 2.23061], [-0.22691, -3.02905, 5.19978], [-2.31036, -1.57069, -3.88899], [1.72737, -0.34040, -4.95034], [1.82048, 1.33931, -4.25927], [-1.43431, 2.46265, -0.30915], [1.20465, -4.07862, 4.96114], [-3.24538, 2.16474, 1.56762], [2.04341, -2.32432, 1.32693], [0.36733, 0.78384, -5.03923], [0.75626, -3.41437, 6.53268], [-3.55170, 1.11217, 0.86970], [3.70150, -0.19998, 0.82216], [-2.11811, 1.03012, 2.96231], [-0.82031, -1.17789, -4.72975], [-3.81072, 0.92396, -3.76988], [-1.13100, 3.81783, -2.94677], [3.63138, -0.26392, -0.25664], [0.69558, -0.06284, -3.15873], [-4.41459, 1.45160, -0.05457], [-5.41150, -0.33194, -0.50533], [0.81547, -3.20039, 5.46362], [-2.84114, 1.38328, -3.91866], [3.74785, -5.34256, 2.49347], [-0.28304, 3.14728, -3.11433], [4.12436, -1.45431, 1.29839], [-3.93833, 0.02650, -1.46779], [1.83058, 1.11932, 4.05483], [0.81908, 1.36396, 4.35491], [-2.17372, 2.02135, 2.52486], [1.65299, -2.06434, 5.38564], [1.31319, -1.12883, 4.53757], [2.18634, -0.17651, 4.59959], [1.20149, 0.44953, -4.42020], [-1.74285, 0.45906, -3.71120], [1.71016, -0.60849, -2.26323], [3.02446, -4.31965, 3.79399], [-0.39327, 2.74151, -4.11358], [-0.71239, 0.51194, -2.44859], [0.40554, 0.80687, 1.13028], [2.16205, -4.60601, 2.27265], [-0.83595, -1.77857, 1.18322], [0.14940, 1.73378, -0.07952], [-2.32575, 2.70529, 3.35516], [-5.46583, 0.91254, -1.72853], [-3.11300, 0.01354, 0.98793], [0.36732, -1.12351, 3.80256], [2.24867, 0.24264, -1.82752], [-2.79650, 2.19029, -3.17938], [0.02732, 3.47406, -0.60347], [-1.26912, 2.30635, 1.99421], [-1.81089, -0.78763, -4.47726]]}

=====

{"formula": "C22H31N3O6S", "method": "ωB97M-V with the def2-TZVPD basis set", "charge": 0, "e_above_lowest_ev": 1.8637, "smiles": "CCn1cc(C(=O)NCCCOC(C)C)c(=O)c2cc(S(=O)(=O)N3CCOCC3)ccc21", "elements": ["H", "C", "H", "H", "C", "H", "C", "C", "C", "H", "N", "O", "H", "H", "H", "C", "O", "H", "H", "H", "C", "H", "O", "C", "H", "H", "H", "H", "H", "C", "H", "C", "N", "C", "O", "H", "H", "H", "C", "C", "H", "H", "H", "S", "H", "C", "H", "H", "C", "H", "H", "C", "O", "C", "C", "C", "C", "C", "H", "C", "O", "N", "H"], "positions_angstrom": [[-0.97910, 5.79011, -0.61820], [3.68197, 0.35216, 4.07936], [3.12998, 2.40987, 4.53049], [2.96313, 1.37325, 1.77507], [-1.90884, 5.29448, -0.88679], [-0.65582, -2.33439, -0.75418], [2.65815, -2.31709, 2.16990], [0.35489, -2.26728, 3.18629], [-2.24753, 4.22014, 0.14319], [-1.00478, -5.12777, -1.96491], [2.80783, 2.02656, 2.53924], [2.31813, -1.63491, 4.52443], [-3.20730, -4.59549, -2.70519], [2.00536, -3.46121, 3.87043], [-2.90284, 2.69621, -1.83592], [1.00014, 1.38953, 0.39509], [-1.75904, -1.12602, -4.69720], [-0.40079, 4.09680, 1.90234], [-3.37755, -2.19809, -3.24329], [-2.70085, 6.03730, -0.91877], [2.28826, -0.23357, 4.34167], [4.14672, -0.18613, 3.25184], [1.93158, 0.58541, 0.44086], [-0.04008, 1.28817, -0.63929], [2.35869, -3.09918, 1.47629], [1.88499, 0.19715, 5.26585], [3.71983, -2.42784, 2.37687], [0.16502, -1.33552, 2.65699], [0.41201, -3.10929, -1.96792], [3.60409, 1.83868, 3.72841], [-4.31268, -3.85387, -1.50638], [-1.13560, -4.40275, -1.14928], [-1.20932, 3.20697, 0.20993], [0.79310, 2.47641, 1.32572], [-2.49601, -4.32429, -0.78918], [-2.69717, 0.81807, -3.39961], [-0.00775, -3.08692, 2.57173], [-2.99970, -1.76569, -1.54522], [-1.11930, 2.19292, -0.71652], [-2.83428, -2.50159, -2.34905], [1.61648, 0.03913, 3.52341], [-0.60385, -4.74729, -0.26125], [-1.79383, 4.86329, -1.87803], [-0.83414, -1.33540, -3.62377], [-2.33174, 4.67600, 1.13169], [-0.27659, 3.30336, 1.17670], [0.90879, -0.41491, -1.51183], [4.61167, 2.23328, 3.55937], [-2.07304, 2.01712, -1.73400], [4.30403, 0.21334, 4.96349], [2.48412, -1.35577, 1.69206], [1.85142, -2.45389, 3.46296], [1.27118, 3.43186, 3.44106], [-0.61117, -3.03718, -1.60139], [-3.28460, -3.88481, -1.87023], [1.64349, 2.69503, 2.54182], [-1.96949, 0.96755, -2.61780], [0.05785, 0.24641, -1.56601], [-3.20460, 3.74761, -0.08716], [-0.89971, 0.08588, -2.53310], [0.52940, -1.64635, -3.91795], [-1.43542, -2.58210, -2.69709], [-0.19749, -2.25788, 4.12280]]}

=====

{"formula": "C2H8N3O2", "method": "ωB97M-V with the def2-TZVPD basis set", "charge": 1, "e_above_lowest_ev": 9.7016, "smiles": "CO/N=[N+](/N)OC", "elements": ["O", "H", "O", "C", "H", "H", "N", "C", "H", "N", "H", "H", "H", "H", "N"], "positions_angstrom": [[-0.66813, 0.08748, 1.14728], [-1.69373, 0.52061, -1.67592], [0.10621, -0.46931, -1.68236], [-0.68013, 0.67824, -1.99844], [0.17789, 0.72650, 2.82300], [-0.79174, 1.89818, 2.32510], [0.84263, -0.74911, -0.59025], [-0.75745, 0.81231, 2.36028], [2.08108, -1.98585, 0.17409], [1.75332, -1.74130, -0.74271], [1.55604, -2.33278, -1.56490], [-1.67173, 0.61035, 2.94134], [-0.50331, 1.02980, -3.00911], [-0.19012, 1.55360, -1.44135], [0.43915, -0.63872, 0.93395]]}